The following is a DFT calculation (the ωB97M-V functional and the def2-TZVPD basis) of a 10-piece molecular cluster, C29H64N8O13 overall at a distorted geometry.

Its relative energy (zero: lowest compared OMol25 entry of this formula, charge and spin) is 0.0 kcal/mol. As for the total energy: -2559.63624 hartree. The highest occupied orbital energy is -1.02 eV. Its total charge is -2. The LUMO energy is 3.97 eV. As for the HOMO-LUMO gap: 4.995 eV.

Structure (XYZ):
```
114
Properties=species:S:1:pos:R:3:forces:R:3:lowdin_charge:R:1
O 0.23094 -1.56368 -1.10924 -1.1764 0.3337 -0.1496 -0.34
C -0.26826 -0.87545 0.00582 0.7901 -1.6689 -0.2108 -0.40
C -0.08256 0.65046 0.16461 0.3876 0.7497 -0.5972 -0.47
O 1.18407 1.17999 0.19682 -0.6154 0.3616 0.5209 -0.32
H 0.20786 -1.37961 0.88215 0.1666 0.4203 0.5072 0.07
H -1.33537 -1.15428 0.16210 -0.3841 0.6490 -0.0429 0.07
H -0.70124 0.98511 1.03730 -0.1539 -0.4627 0.7909 0.06
H -0.72679 1.12581 -0.61566 0.0245 -0.1333 -0.6363 0.06
C -3.48949 -1.87769 3.79299 1.2409 0.0915 -0.4761 -0.13
C -2.64279 -1.85724 2.49915 -0.1136 1.1776 1.0999 -0.12
O -3.60223 -2.00953 1.45665 0.0233 -0.7933 -0.1295 0.06
C -4.83622 -2.05039 1.96746 -0.3405 0.1757 -0.3243 -0.58
O -5.84588 -2.19935 1.34112 0.3808 0.0246 0.1805 0.14
O -4.80971 -1.85186 3.29983 -0.7218 -0.1987 0.6017 0.06
H -3.25222 -0.98960 4.37806 -0.4048 -0.0080 0.1068 0.12
H -3.25436 -2.75435 4.39713 -0.4550 -0.0981 -0.0226 0.12
H -1.86141 -2.60773 2.57345 -0.0657 -0.0819 -0.7410 0.12
H -2.24229 -0.84943 2.38785 0.5254 -0.2762 -0.2400 0.12
C 3.52680 -5.18124 0.85484 -0.8811 -0.0174 -0.3594 -0.02
C 2.64481 -4.07067 0.26839 1.0348 1.2545 -0.5010 -0.56
O 3.15853 -2.96438 0.14226 0.1054 -0.4469 0.6267 0.04
N 1.39005 -4.24847 -0.18407 -1.0359 -0.6021 0.0637 0.04
C 0.67482 -5.49951 -0.25697 0.6909 -0.8590 1.0517 -0.10
H 3.06516 -5.69051 1.70361 0.0126 -0.0144 0.0042 0.06
H 4.43683 -4.66923 1.14894 0.0601 -0.1562 0.0158 0.06
H 3.72445 -5.91876 0.07392 0.1575 -0.0852 0.1011 0.07
H 0.91444 -3.36121 -0.41216 0.0173 0.3964 -0.5911 0.10
H 1.38133 -6.28562 0.03006 0.0326 -0.0695 -0.2134 0.06
H 0.26103 -5.80415 -1.21878 0.0865 0.5672 -0.2368 0.08
H -0.11378 -5.62211 0.49303 -0.1964 0.4168 -0.0779 0.07
C -3.18184 3.16645 1.46044 0.8341 0.7674 -1.6570 0.00
C -4.51633 3.26167 0.75506 -1.2507 -0.7993 1.7873 -0.54
O -5.48019 3.73549 1.36291 0.2112 0.4280 -0.4333 -0.01
N -4.72039 2.63384 -0.42433 0.8776 0.2231 0.1827 0.02
C -3.70676 2.09568 -1.29548 0.2260 0.0350 -1.5011 -0.09
H -2.96366 2.17508 1.84958 -0.1694 -0.0177 0.0859 0.08
H -3.06148 3.96684 2.18412 -0.4611 -0.2489 0.3418 0.07
H -2.40724 3.38396 0.71362 0.1872 -0.3523 0.1128 0.07
H -5.64880 2.74065 -0.79237 -0.0877 -0.0246 0.1066 0.13
H -2.79849 2.69188 -1.38823 -0.1001 0.1554 0.4852 0.06
H -4.11466 2.16172 -2.30791 0.0262 -0.1912 -0.0031 0.08
H -3.39488 1.05979 -1.14850 -0.2414 0.0024 0.5252 0.08
C 1.54473 -2.67654 3.34829 -0.0799 0.4874 0.5417 0.01
C 0.54200 -2.02319 4.27850 -0.5479 -0.7976 1.3209 -0.54
O -0.35958 -2.68042 4.81282 0.0707 -0.0057 -0.3640 -0.02
N 0.68952 -0.71998 4.60867 1.0546 0.1461 -0.9624 0.04
C 1.48673 0.12646 3.72343 0.0571 0.5316 -0.4399 -0.08
H 1.21608 -2.45009 2.33152 0.3209 -0.3022 -0.1774 0.07
H 1.59544 -3.73360 3.59520 -0.4455 -0.0976 -0.3182 0.08
H 2.55371 -2.29652 3.50210 -0.0598 0.2757 -0.2296 0.07
H -0.02422 -0.31245 5.18675 -0.1562 -0.0755 -0.0828 0.13
H 1.51460 1.16662 4.04641 -0.0761 -0.4133 0.4609 0.05
H 1.09169 0.14386 2.70222 -0.0085 -0.0044 -0.0905 0.08
H 2.51910 -0.20447 3.63138 0.0000 -0.1440 0.2440 0.07
C 0.52459 3.31279 3.18548 0.4473 0.2646 -0.7237 0.00
C 1.42023 4.29053 2.43701 -0.5304 0.4437 1.3055 -0.57
O 1.79374 5.30920 3.03787 0.2489 -0.0982 -0.5768 -0.03
N 1.71664 3.98980 1.18268 0.3502 0.4234 -0.5582 0.03
C 2.54374 4.83898 0.36345 0.0419 -0.3360 -0.8230 -0.09
H -0.51147 3.55823 2.94977 -0.0550 -0.1303 0.0379 0.07
H 0.72025 3.51443 4.23544 -0.1336 -0.2915 0.1109 0.08
H 0.75295 2.29362 2.86698 -0.3791 0.2704 -0.0218 0.04
H 1.37923 3.12905 0.74464 -0.0969 -1.1084 0.0588 0.08
H 2.95591 4.21880 -0.43658 0.0839 -0.1222 0.1325 0.08
H 3.37666 5.29140 0.89659 -0.1891 0.0832 0.2417 0.07
H 1.96426 5.60180 -0.16737 -0.0181 0.2775 0.3320 0.07
C -1.12773 5.93968 -4.64729 0.1149 -0.5284 0.1833 -0.01
C -1.17637 4.63962 -3.83926 0.4997 0.0149 -0.0520 -0.56
O -2.13889 3.89188 -3.85933 -0.3743 0.1691 -0.1713 0.02
N -0.03040 4.32912 -3.18486 -0.8148 0.2361 -0.5456 0.02
C 0.08926 3.12898 -2.38769 0.6143 -0.2418 0.8995 -0.05
H -2.13731 6.28411 -4.85150 0.0142 0.0054 0.0305 0.07
H -0.63244 5.68192 -5.58516 -0.0702 0.1569 -0.1017 0.08
H -0.54071 6.71376 -4.15353 -0.0505 0.0372 0.0220 0.07
H 0.69339 5.02419 -3.16207 0.1125 -0.1051 0.0822 0.12
H 0.32381 3.42053 -1.36189 0.1261 -0.2719 0.0307 0.07
H 0.87245 2.45364 -2.73422 0.0435 0.0785 -0.0109 0.09
H -0.82880 2.55499 -2.33462 -0.1315 0.2394 -0.3601 0.06
C 6.18241 -1.34159 2.68520 0.2455 0.0117 1.1716 -0.01
C 5.29286 -0.28025 2.06165 0.1648 -0.7363 -1.5406 -0.57
O 4.96194 -0.39946 0.90115 0.2675 0.0918 0.0230 0.07
N 4.88581 0.76203 2.81007 0.1241 0.9275 0.7093 0.00
C 4.20408 1.94206 2.28219 -0.1417 0.0644 0.1215 -0.06
H 6.40726 -1.16591 3.74438 -0.1976 0.0980 0.0289 0.06
H 7.16101 -1.41247 2.21197 -0.1924 0.1842 -0.4257 0.07
H 5.71454 -2.32287 2.62496 -0.1660 0.0961 -0.2378 0.07
H 5.30634 0.91766 3.71078 0.0469 -0.3150 0.0062 0.12
H 4.88295 2.79083 2.15927 0.1854 -0.0588 0.1225 0.08
H 3.46185 2.21102 3.03424 -0.1772 0.2201 -0.2684 0.07
H 3.72328 1.79257 1.31521 -0.1294 -0.5895 0.2179 0.09
C -1.09338 -3.93957 -4.43064 -0.1224 0.6292 -0.0519 -0.01
C -1.95494 -4.27303 -3.23478 -0.1964 -0.6038 0.0217 -0.58
O -2.77968 -5.19245 -3.27173 0.0515 0.0636 0.0201 -0.02
N -1.65207 -3.59847 -2.12537 0.3716 0.6259 0.7534 0.03
C -2.18763 -3.91547 -0.80109 -0.5203 -1.1250 -1.5054 -0.06
H -0.36481 -4.74417 -4.52599 0.1805 0.1612 -0.0034 0.08
H -0.62024 -2.96850 -4.27478 0.3899 -0.1950 -0.0598 0.06
H -1.64590 -3.87426 -5.36787 -0.2812 -0.2235 0.1461 0.07
H -1.06147 -2.76137 -2.12131 0.6423 -0.0105 0.1945 0.08
H -3.23740 -3.62420 -0.82564 0.0529 0.2820 0.8229 0.09
H -1.55649 -3.52673 -0.00949 -0.1929 0.5767 -0.1657 0.07
H -2.18571 -5.00615 -0.72227 -0.0832 -0.0355 0.1125 0.07
C 0.08111 0.95549 -5.59989 -0.3733 0.3880 -0.6065 -0.02
C 0.24326 0.14932 -4.34155 0.4451 -0.7696 0.3754 -0.57
O 1.35543 -0.11749 -3.92588 0.1811 0.2166 -0.2107 0.04
N -0.86889 -0.33627 -3.72645 -0.2716 0.4076 0.0711 0.03
C -2.23832 -0.20120 -4.12174 -0.7479 -0.2379 -1.1015 -0.09
H -0.26215 0.33430 -6.43272 -0.3955 -0.0510 0.1825 0.08
H 1.03351 1.34237 -5.95591 0.1514 0.0436 0.5021 0.07
H -0.61544 1.78245 -5.44059 -0.0551 -0.0149 -0.1890 0.06
H -0.72408 -0.86551 -2.85781 0.8377 0.2492 0.3766 0.09
H -2.59579 -1.16389 -4.51222 -0.2683 -0.0878 0.3873 0.07
H -2.45358 0.46495 -4.96233 0.6953 0.2672 0.0762 0.07
H -2.91425 0.15710 -3.34445 0.2518 -0.2417 0.3439 0.06
```
Forces are in eV/Å.